Entry 1:
{
  "formula": "C6H17N2",
  "method": "ωB97M-V/def2-TZVPD",
  "species": ["C", "C", "C", "C", "H", "H", "H", "H", "H", "H", "H", "H", "H", "H", "C", "N", "C", "N", "H", "H", "H", "H", "H", "H", "H"],
  "positions_angstrom": [[1.71, -1.03, 0.88], [1.39, 0.45, 1.14], [-0.07, 0.80, 1.54], [-0.20, 2.16, 2.19], [1.68, -1.63, 1.82], [2.76, -1.12, 0.56], [0.92, -1.48, 0.24], [1.74, 1.10, 0.31], [2.06, 0.81, 1.92], [-0.52, 0.01, 2.16], [-0.72, 0.83, 0.62], [0.41, 2.11, 3.07], [-1.28, 2.37, 2.47], [0.14, 2.99, 1.48], [-0.25, -0.16, -3.32], [-0.52, -0.33, -1.85], [-1.36, -1.23, -1.43], [-1.71, -1.52, -0.18], [0.50, -0.84, -3.66], [0.08, 0.93, -3.34], [-1.19, -0.47, -3.88], [0.01, 0.29, -1.13], [-1.81, -1.85, -2.20], [-1.39, -0.94, 0.60], [-2.40, -2.25, 0.00]],
  "spin_multiplicity": 2,
  "de_lowest_kj_mol": 126.9,
  "homo_energy_ha": [-0.133, -0.321],
  "lumo_ha": [0.0396, 0.0374],
  "orbital_gap_ha": [0.1721, 0.3580],
  "s2": 0.753
}

Entry 2:
{
  "formula": "HI2P",
  "method": "ωB97M-V/def2-TZVPD",
  "species": ["I", "P", "I", "H"],
  "positions_angstrom": [[1.91, -0.84, 0.18], [0.00, 0.38, -0.70], [-1.90, -0.87, 0.17], [-0.01, 1.32, 0.35]],
  "spin_multiplicity": 1,
  "de_lowest_kj_mol": 0.0,
  "homo_energy_ha": -0.343,
  "lumo_ha": -0.0224,
  "orbital_gap_ha": 0.3203,
  "smiles": "IPI"
}

Entry 3:
{
  "formula": "C24H23F10HfN4S4",
  "method": "ωB97M-V/def2-TZVPD",
  "species": ["Hf", "C", "C", "S", "C", "C", "S", "C", "C", "S", "H", "H", "H", "H", "H", "H", "H", "H", "H", "H", "H", "H", "C", "N", "C", "C", "N", "C", "C", "F", "C", "F", "C", "F", "C", "F", "C", "F", "C", "C", "N", "C", "C", "F", "C", "F", "C", "F", "C", "F", "C", "F", "H", "H", "H", "H", "H", "H", "H", "H", "H", "H", "H", "S", "C", "N"],
  "positions_angstrom": [[-0.18, 0.77, 0.25], [3.75, -2.25, -3.33], [2.83, -3.37, -2.85], [2.21, -3.07, -1.17], [0.42, -3.29, -1.31], [-0.31, -2.50, -2.38], [-0.26, -0.68, -2.25], [0.36, -0.14, -3.87], [1.66, -0.75, -4.41], [3.07, -0.57, -3.30], [4.11, -2.49, -4.34], [4.63, -2.19, -2.69], [3.38, -4.30, -2.85], [1.98, -3.51, -3.52], [0.05, -3.01, -0.32], [0.18, -4.34, -1.45], [-1.36, -2.79, -2.38], [0.07, -2.74, -3.37], [0.45, 0.94, -3.76], [-0.44, -0.33, -4.58], [1.87, -0.24, -5.35], [1.53, -1.80, -4.66], [2.96, 0.42, 0.30], [1.83, 0.29, 1.25], [1.79, -1.11, 1.78], [0.44, -1.39, 2.40], [-0.58, -0.92, 1.46], [-1.88, -1.38, 1.64], [-2.80, -1.07, 0.65], [-2.30, -0.30, -0.38], [-4.12, -1.43, 0.63], [-4.91, -1.07, -0.37], [-4.61, -2.17, 1.70], [-5.88, -2.55, 1.74], [-3.74, -2.50, 2.73], [-4.20, -3.19, 3.76], [-2.41, -2.11, 2.71], [-1.67, -2.44, 3.77], [2.04, 1.22, 2.41], [1.46, 2.57, 2.08], [0.10, 2.31, 1.62], [-0.82, 3.35, 1.63], [-0.62, 4.72, 1.83], [0.60, 5.22, 2.05], [-1.68, 5.61, 1.79], [-1.45, 6.90, 2.00], [-2.97, 5.18, 1.53], [-3.97, 6.05, 1.49], [-3.21, 3.84, 1.30], [-4.42, 3.39, 1.02], [-2.13, 2.99, 1.36], [-2.28, 1.65, 1.08], [3.88, 0.07, 0.77], [2.76, -0.17, -0.60], [3.09, 1.46, 0.02], [1.96, -1.77, 0.93], [2.60, -1.24, 2.50], [0.37, -2.47, 2.57], [0.34, -0.91, 3.37], [1.50, 0.81, 3.27], [3.10, 1.25, 2.64], [1.48, 3.21, 2.97], [2.05, 3.08, 1.32], [0.91, 2.51, -1.53], [-0.75, 2.48, -1.69], [-1.89, 2.24, -1.59]],
  "spin_multiplicity": 1,
  "de_lowest_kj_mol": 66.9,
  "homo_energy_ha": -0.405,
  "lumo_ha": -0.1135,
  "orbital_gap_ha": 0.2915,
  "charge": 1
}

Entry 4:
{
  "formula": "C3H11NO3",
  "method": "ωB97M-V/def2-TZVPD",
  "species": ["C", "N", "C", "C", "O", "H", "H", "H", "H", "H", "H", "H", "O", "H", "H", "O", "H", "H"],
  "positions_angstrom": [[2.18, 0.84, 0.44], [1.11, 0.92, -0.50], [0.72, -0.17, -1.29], [-0.67, -0.16, -1.95], [-1.09, -1.30, -2.22], [1.85, 0.09, 1.20], [3.10, 0.49, -0.14], [2.36, 1.80, 0.95], [1.31, 1.76, -1.04], [0.81, -1.17, -0.85], [1.44, -0.26, -2.21], [-0.88, 0.89, -2.31], [-0.13, -2.05, 1.51], [-0.38, -2.72, 2.10], [-0.71, -2.31, 0.69], [-3.64, 1.10, 1.40], [-3.95, 1.78, 2.07], [-3.44, 0.48, 2.16]],
  "spin_multiplicity": 1,
  "de_lowest_kj_mol": 311.4,
  "homo_energy_ha": -0.311,
  "lumo_ha": 0.0227,
  "orbital_gap_ha": 0.3337,
  "smiles": "CNCC=O.O.O"
}

Entry 5:
{
  "formula": "C7H17N",
  "method": "ωB97M-V/def2-TZVPD",
  "species": ["C", "C", "C", "H", "H", "H", "H", "H", "H", "H", "H", "C", "C", "C", "N", "C", "H", "H", "H", "H", "H", "H", "H", "H", "H"],
  "positions_angstrom": [[-2.14, 0.73, -0.11], [-1.82, -0.49, -0.74], [-0.76, 1.39, 1.57], [-2.90, 0.73, 0.65], [-1.99, 1.66, -0.65], [-0.63, -0.73, -0.37], [-1.68, -0.47, -1.82], [-2.32, -1.38, -0.38], [-0.80, 0.58, 2.29], [-1.65, 2.02, 1.68], [0.06, 2.08, 1.76], [1.20, -1.53, -1.29], [1.33, 1.43, -0.67], [0.77, -0.93, 0.03], [0.66, -1.91, 1.07], [1.05, 0.39, 0.38], [0.71, -1.50, 2.00], [1.31, -2.67, 0.98], [1.47, 0.56, 1.36], [2.26, -1.79, -1.27], [1.04, -0.84, -2.12], [0.63, -2.44, -1.51], [2.31, 1.29, -1.13], [0.58, 1.40, -1.47], [1.30, 2.44, -0.24]],
  "spin_multiplicity": 1,
  "de_lowest_kj_mol": 536.6,
  "homo_energy_ha": -0.272,
  "lumo_ha": 0.0365,
  "orbital_gap_ha": 0.3084
}

Entry 6:
{
  "formula": "C4H3N5S2",
  "method": "ωB97M-V/def2-TZVPD",
  "species": ["N", "C", "N", "C", "S", "C", "S", "N", "N", "C", "N", "H", "H", "H"],
  "positions_angstrom": [[2.33, -0.45, 1.23], [1.08, -0.47, 0.58], [-0.01, -1.22, 1.06], [-1.29, -1.14, 0.63], [-2.63, -1.88, 1.33], [-1.40, -0.24, -0.53], [-2.79, 0.65, -1.14], [-1.84, 1.69, -2.25], [-0.58, 1.58, -1.92], [-0.35, 0.53, -1.09], [0.90, 0.32, -0.55], [2.26, -0.75, 2.30], [2.76, 0.46, 1.39], [1.56, 0.92, -1.05]],
  "spin_multiplicity": 1,
  "de_lowest_kj_mol": 163.3,
  "homo_energy_ha": -0.310,
  "lumo_ha": -0.0421,
  "orbital_gap_ha": 0.2682,
  "smiles": "Nc1nc(=S)c2snnc2[nH]1"
}

Entry 7:
{
  "formula": "N2",
  "method": "ωB97M-V/def2-TZVPD",
  "species": ["N", "N"],
  "positions_angstrom": [[0.00, 0.00, 0.84], [0.00, 0.00, -0.84]],
  "spin_multiplicity": 1,
  "de_lowest_kj_mol": 857.3,
  "homo_energy_ha": -0.446,
  "lumo_ha": -0.0928,
  "orbital_gap_ha": 0.3531,
  "smiles": "N#N"
}

Entry 8:
{
  "formula": "C3H11NOS2",
  "method": "ωB97M-V/def2-TZVPD",
  "species": ["N", "C", "C", "S", "S", "C", "H", "H", "H", "H", "H", "H", "H", "H", "H", "H", "H", "O"],
  "positions_angstrom": [[0.79, 0.75, 1.86], [-0.55, 1.06, 1.35], [-0.41, 1.86, 0.07], [-0.91, 1.07, -1.52], [-0.51, -0.87, -1.25], [1.30, -0.89, -1.21], [1.01, 1.30, 2.68], [0.83, -0.19, 2.26], [-1.00, 0.10, 1.11], [-1.13, 1.54, 2.13], [-0.88, 2.85, 0.03], [0.62, 2.18, -0.11], [1.65, -1.14, -2.21], [1.79, 0.06, -1.00], [1.60, -1.61, -0.45], [0.26, -2.59, 2.11], [1.06, -3.17, 3.26], [1.04, -2.41, 2.65]],
  "spin_multiplicity": 2,
  "de_lowest_kj_mol": 38.3,
  "homo_energy_ha": [-0.498, -0.496],
  "lumo_ha": [-0.1478, -0.2990],
  "orbital_gap_ha": [0.3498, 0.1972],
  "charge": 1,
  "s2": 0.755
}